Record 1
Density functional theory data (wB97M-V/def2-TZVPD) for 2 unconnected molecules or ions with the total composition C4H12N2.

As for the structure (SMILES): C=CC.NCN. The HOMO-LUMO gap is 10.10 eV. Its spin multiplicity is 1. The charge is 0.

Last columns: bonded neighbours and bond lengths (Å).
Geometry (Å):
1 H 0.56 -1.55 1.09  N8 1.021
2 C -0.97 -0.79 1.95  N8 1.473, H13 1.077, H15 1.094, N18 1.471
3 C 0.41 1.67 -2.09  C6 1.332, H12 1.087, C16 1.509
4 H -0.63 0.43 -0.70  C6 1.081
5 H 0.78 -0.20 -3.12  C16 1.114
6 C -0.58 1.36 -1.25  C3 1.332, H4 1.081, H10 1.095
7 H -1.75 -2.24 3.17  N18 1.022
8 N 0.33 -0.57 1.29  H1 1.021, C2 1.473, H17 1.039
9 H -0.09 -2.01 3.23  N18 1.033
10 H -1.16 2.22 -0.89  C6 1.095
11 H 1.82 1.12 -3.69  C16 1.079
12 H 0.60 2.73 -2.23  C3 1.087
13 H -1.34 -0.05 2.64  C2 1.077
14 H 2.11 0.31 -2.17  C16 1.099
15 H -1.66 -0.78 1.10  C2 1.094
16 C 1.33 0.72 -2.82  C3 1.509, H5 1.114, H11 1.079, H14 1.099
17 H 1.14 -0.28 1.87  N8 1.039
18 N -0.91 -2.10 2.61  C2 1.471, H7 1.022, H9 1.033

natural (NBO) population analysis, charges in e, atoms 1 to 6: number 1, H, carries 0.360; number 2, C, carries -0.057; number 3, C, carries -0.174; number 4, H, carries 0.214; number 5, H, carries 0.217; number 6, C, carries -0.411


Record 2
Density functional theory data (wB97M-V/def2-TZVPD) for a single C4H12N2 molecule.

As for the structure (SMILES): NCCCCN. The HOMO-LUMO gap is 9.77 eV. Its spin multiplicity is 1. The charge is 0.

Last columns: bonded neighbours and bond lengths (Å).
Geometry (Å):
1 C 0.86 -1.25 0.50  N2 1.386, H6 1.102, H12 1.044, C15 1.579
2 N 1.09 -2.21 1.46  C1 1.386, H13 1.001, H14 1.096
3 C -0.21 1.52 -0.89  H4 1.159, N8 1.537, C10 1.486, H16 1.155
4 H -0.62 2.16 -1.76  C3 1.159
5 H -1.96 0.26 -1.13  C10 1.106
6 H 1.45 -0.38 0.83  C1 1.102
7 H -0.50 -0.03 -2.05  C10 1.084
8 N -0.43 2.35 0.39  C3 1.537, H11 1.043, H17 0.986
9 H -1.03 -1.85 0.02  C15 1.171
10 C -0.86 0.20 -1.06  C3 1.486, H5 1.106, H7 1.084, C15 1.592
11 H 0.12 3.24 0.41  N8 1.043
12 H 1.17 -1.57 -0.45  C1 1.044
13 H 1.96 -2.17 1.97  N2 1.001
14 H 0.97 -3.24 1.10  N2 1.096
15 C -0.62 -0.77 0.18  C1 1.579, H9 1.171, C10 1.592, H18 1.113
16 H 0.93 1.46 -1.04  C3 1.155
17 H -1.41 2.50 0.42  N8 0.986
18 H -0.91 -0.23 1.11  C15 1.113

natural (NBO) population analysis, charges in e, atoms 1 to 6: number 1, C, carries -0.209; number 2, N, carries -0.845; number 3, C, carries -0.209; number 4, H, carries 0.165; number 5, H, carries 0.206; number 6, H, carries 0.180


Record 3
Density functional theory data (wB97M-V/def2-TZVPD) for a single C4H12N2 molecule.

As for the structure (SMILES): CC(C)(C)NN. The HOMO-LUMO gap is 9.60 eV. Its spin multiplicity is 1. The charge is 0.

Last columns: bonded neighbours and bond lengths (Å).
Geometry (Å):
1 N -0.70 -1.05 0.65  N6 1.405, H14 1.012, C18 1.414
2 H 1.05 1.83 0.12  C10 1.088
3 C -0.48 0.12 -1.47  H4 1.088, H9 1.088, H16 1.092, C18 1.518
4 H 0.22 0.69 -2.07  C3 1.088
5 H -1.39 0.63 1.35  N6 1.119
6 N -1.82 -0.39 1.18  N1 1.405, H5 1.119, H12 1.017
7 H -0.44 2.10 0.85  C10 1.092
8 C 1.50 -0.94 -0.33  H11 1.090, H15 1.090, H17 1.091, C18 1.513
9 H -1.38 0.71 -1.32  C3 1.088
10 C 0.34 1.34 0.78  H2 1.088, H7 1.092, H13 1.090, C18 1.863
11 H 2.21 -0.23 -0.74  C8 1.090
12 H -2.50 -0.29 0.43  N6 1.017
13 H 0.86 1.11 1.71  C10 1.090
14 H -0.21 -1.48 1.43  N1 1.012
15 H 1.90 -1.31 0.62  C8 1.090
16 H -0.75 -0.78 -2.02  C3 1.092
17 H 1.43 -1.79 -1.02  C8 1.091
18 C 0.16 -0.27 -0.15  N1 1.414, C3 1.518, C8 1.513, C10 1.863

natural (NBO) population analysis, charges in e, atoms 1 to 6: number 1, N, carries -0.491; number 2, H, carries 0.210; number 3, C, carries -0.644; number 4, H, carries 0.213; number 5, H, carries 0.333; number 6, N, carries -0.648


Record 4
Density functional theory data (wB97M-V/def2-TZVPD) for 2 unconnected molecules or ions with the total composition C4H12N2.

As for the structure (SMILES): [H]/N=C/N.CCC. The HOMO-LUMO gap is 10.33 eV. Its spin multiplicity is 1. The charge is 0.

Last columns: bonded neighbours and bond lengths (Å).
Geometry (Å):
1 H 1.52 -1.46 0.01  C9 1.115
2 H -0.02 4.00 -0.66  C15 1.094
3 C -0.32 -1.44 1.04  H5 1.102, C9 1.540, H11 1.095, H16 1.094
4 H -0.21 -3.50 -0.62  C18 1.110
5 H -1.30 -0.94 1.15  C3 1.102
6 H -0.90 -2.29 -1.73  C18 1.098
7 N -0.91 2.34 0.21  H12 0.999, C15 1.368, H17 1.006
8 H 0.35 -0.41 -0.75  C9 1.101
9 C 0.45 -1.41 -0.29  H1 1.115, C3 1.540, H8 1.101, C18 1.520
10 H 0.78 -2.82 -1.93  C18 1.103
11 H -0.48 -2.48 1.34  C3 1.095
12 H -1.88 2.58 0.22  N7 0.999
13 N 1.25 3.09 0.70  H14 1.021, C15 1.285
14 H 1.92 3.61 0.13  N13 1.021
15 C 0.11 3.26 0.13  H2 1.094, N7 1.368, N13 1.285
16 H 0.19 -0.97 1.89  C3 1.094
17 H -0.56 1.41 0.35  N7 1.006
18 C 0.01 -2.57 -1.18  H4 1.110, H6 1.098, C9 1.520, H10 1.103

natural (NBO) population analysis, charges in e, atoms 1 to 6: number 1, H, carries 0.205; number 2, H, carries 0.132; number 3, C, carries -0.624; number 4, H, carries 0.205; number 5, H, carries 0.200; number 6, H, carries 0.206


Record 5
Density functional theory data (wB97M-V/def2-TZVPD) for a single C4H12N2 molecule.

As for the structure (SMILES): C[C@H](N)CCN. The HOMO-LUMO gap is 10.23 eV. Its spin multiplicity is 1. The charge is 0.

Last columns: bonded neighbours and bond lengths (Å).
Geometry (Å):
1 H -1.55 0.39 -0.79  C11 1.094
2 H 0.42 -1.69 1.79  N16 1.014
3 H -0.20 1.79 0.75  C8 1.095
4 C -0.11 -0.96 0.01  H6 1.094, C11 1.546, C12 1.526, N16 1.508
5 H -0.17 0.04 -1.76  C11 1.098
6 H 0.90 -1.24 -0.31  C4 1.094
7 H 1.97 0.89 -0.53  N14 1.014
8 C 0.10 1.65 -0.29  H3 1.095, C11 1.492, N14 1.465, H18 1.087
9 H -1.84 -1.86 0.79  C12 1.090
10 H 1.84 2.37 -1.13  N14 1.001
11 C -0.45 0.34 -0.75  H1 1.094, C4 1.546, H5 1.098, C8 1.492
12 C -1.25 -1.97 -0.12  C4 1.526, H9 1.090, H13 1.086, H17 1.091
13 H -0.94 -3.00 -0.23  C12 1.086
14 N 1.55 1.80 -0.36  H7 1.014, C8 1.465, H10 1.001
15 H 0.72 -0.08 1.78  N16 1.013
16 N 0.06 -0.79 1.50  H2 1.014, C4 1.508, H15 1.013
17 H -1.95 -1.66 -0.89  C12 1.091
18 H -0.28 2.54 -0.79  C8 1.087

natural (NBO) population analysis, charges in e, atoms 1 to 6: number 1, H, carries 0.208; number 2, H, carries 0.350; number 3, H, carries 0.183; number 4, C, carries -0.045; number 5, H, carries 0.202; number 6, H, carries 0.164


Record 6
Density functional theory data (wB97M-V/def2-TZVPD) for a single C4H12N2 molecule.

As for the structure (SMILES): NCCCCN. The HOMO-LUMO gap is 10.33 eV. Its spin multiplicity is 1. The charge is 0.

Last columns: bonded neighbours and bond lengths (Å).
Geometry (Å):
1 N 2.15 0.35 0.38  H4 1.021, H17 1.016, C18 1.480
2 H 2.60 -1.19 -1.01  C18 1.105
3 C -1.23 0.44 0.73  N5 1.520, C6 1.552, H13 1.116, H15 1.108
4 H 2.75 1.15 0.21  N1 1.021
5 N -2.63 0.96 0.44  C3 1.520, H9 1.029, H11 1.025
6 C -0.61 -0.14 -0.57  C3 1.552, H7 1.093, H12 1.110, C16 1.530
7 H -0.42 0.69 -1.25  C6 1.093
8 H 0.33 -1.50 0.67  C16 1.081
9 H -3.14 0.43 1.15  N5 1.029
10 H 1.65 0.05 -1.72  C18 1.068
11 H -2.75 1.85 0.93  N5 1.025
12 H -1.47 -0.71 -0.96  C6 1.110
13 H -0.59 1.25 1.16  C3 1.116
14 H 0.54 -2.17 -0.96  C16 1.117
15 H -1.33 -0.36 1.49  C3 1.108
16 C 0.46 -1.22 -0.37  C6 1.530, H8 1.081, H14 1.117, C18 1.587
17 H 2.79 -0.20 0.95  N1 1.016
18 C 1.79 -0.47 -0.80  N1 1.480, H2 1.105, H10 1.068, C16 1.587

natural (NBO) population analysis, charges in e, atoms 1 to 6: number 1, N, carries -0.849; number 2, H, carries 0.160; number 3, C, carries -0.213; number 4, H, carries 0.352; number 5, N, carries -0.828; number 6, C, carries -0.421


Record 7
Density functional theory data (wB97M-V/def2-TZVPD) for 2 unconnected molecules or ions with the total composition C4H12N2.

The HOMO-LUMO gap is 7.76 eV. Its spin multiplicity is 1. The charge is 0.

Last columns: bonded neighbours and bond lengths (Å).
Geometry (Å):
1 H 1.10 -2.42 0.59  C18 1.096
2 C 0.42 -0.71 -0.62  H9 1.221, C10 1.447, H15 1.090, C18 1.520
3 H -0.13 0.93 2.22  N12 1.008
4 H -0.66 -2.30 0.39  C18 1.095
5 H 0.34 -2.84 -0.94  C18 1.090
6 H -1.96 1.52 -1.40  N11 1.023
7 H 2.02 1.72 0.16  C14 1.098
8 H -0.26 -0.74 1.91  N12 1.007
9 H -0.63 -0.34 -1.11  C2 1.221
10 C 0.39 0.37 0.34  C2 1.447, N12 1.341, C14 1.494
11 N -1.75 0.72 -0.79  H6 1.023, H16 1.023
12 N 0.12 0.15 1.64  H3 1.008, H8 1.007, C10 1.341
13 H 0.76 1.91 -1.08  C14 1.087
14 C 0.93 1.71 -0.03  H7 1.098, C10 1.494, H13 1.087, H17 1.090
15 H 1.21 -0.57 -1.36  C2 1.090
16 H -2.66 0.51 -0.37  N11 1.023
17 H 0.47 2.51 0.55  C14 1.090
18 C 0.30 -2.14 -0.11  H1 1.096, C2 1.520, H4 1.095, H5 1.090

natural (NBO) population analysis, charges in e, atoms 1 to 6: number 1, H, carries 0.198; number 2, C, carries -0.621; number 3, H, carries 0.398; number 4, H, carries 0.201; number 5, H, carries 0.228; number 6, H, carries 0.327


Record 8
Density functional theory data (wB97M-V/def2-TZVPD) for a single C4H12N2 molecule.

As for the structure (SMILES): CC[C@@H](N)CN. The HOMO-LUMO gap is 9.85 eV. Its spin multiplicity is 1. The charge is 0.

Last columns: bonded neighbours and bond lengths (Å).
Geometry (Å):
1 C 0.06 -0.20 -0.43  H2 1.048, C14 1.495, N17 1.376, C18 1.644
2 H 0.72 -1.01 -0.43  C1 1.048
3 H 1.21 0.79 -2.05  C18 1.129
4 H -1.12 -1.38 -1.50  N17 0.993
5 H -2.07 -0.64 2.29  C11 1.114
6 H 2.71 0.05 -0.32  N13 1.011
7 H -2.24 -1.35 0.81  C11 1.086
8 H 0.52 2.12 -0.79  C18 1.147
9 H 0.29 0.23 1.84  C14 1.156
10 H 3.05 1.54 -0.33  N13 1.060
11 C -1.43 -1.07 1.48  H5 1.114, H7 1.086, C14 1.577, H16 1.182
12 H -1.14 0.97 0.70  C14 1.189
13 N 2.22 0.92 -0.12  H6 1.011, H10 1.060, C18 1.555
14 C -0.44 0.04 0.96  C1 1.495, H9 1.156, C11 1.577, H12 1.189
15 H -1.52 0.34 -1.58  N17 0.973
16 H -0.80 -2.01 1.79  C11 1.182
17 N -0.97 -0.41 -1.32  C1 1.376, H4 0.993, H15 0.973
18 C 0.94 1.07 -0.99  C1 1.644, H3 1.129, H8 1.147, N13 1.555

natural (NBO) population analysis, charges in e, atoms 1 to 6: number 1, C, carries -0.052; number 2, H, carries 0.175; number 3, H, carries 0.187; number 4, H, carries 0.387; number 5, H, carries 0.214; number 6, H, carries 0.343


Record 9
Density functional theory data (wB97M-V/def2-TZVPD) for a single C4H12N2 molecule.

As for the structure (SMILES): CCCNCN. The HOMO-LUMO gap is 9.29 eV. Its spin multiplicity is 1. The charge is 0.

Last columns: bonded neighbours and bond lengths (Å).
Geometry (Å):
1 H 1.12 -0.24 -0.36  N4 1.015
2 H 1.77 0.68 3.05  N9 1.003
3 C 0.57 0.75 1.38  N4 1.491, H6 1.114, N9 1.397, H11 1.096
4 N 0.56 0.56 -0.10  H1 1.015, C3 1.491, C16 1.465
5 C -0.79 -1.80 -1.70  H8 1.093, H12 1.090, C13 1.553, H15 1.099
6 H 0.06 1.74 1.50  C3 1.114
7 H -1.24 1.39 -0.39  C16 1.092
8 H 0.28 -1.63 -1.84  C5 1.093
9 N 1.79 0.68 2.05  H2 1.003, C3 1.397, H18 1.009
10 H -2.34 -0.48 -1.40  C13 1.106
11 H -0.21 0.07 1.74  C3 1.096
12 H -1.44 -1.83 -2.58  C5 1.090
13 C -1.44 -0.71 -0.80  C5 1.553, H10 1.106, C16 1.547, H17 1.086
14 H -0.49 0.84 -1.95  C16 1.082
15 H -0.82 -2.81 -1.26  C5 1.099
16 C -0.66 0.62 -0.90  N4 1.465, H7 1.092, C13 1.547, H14 1.082
17 H -1.76 -0.91 0.21  C13 1.086
18 H 2.50 1.28 1.67  N9 1.009

natural (NBO) population analysis, charges in e, atoms 1 to 6: number 1, H, carries 0.349; number 2, H, carries 0.379; number 3, C, carries -0.024; number 4, N, carries -0.658; number 5, C, carries -0.625; number 6, H, carries 0.129


Record 10
Density functional theory data (wB97M-V/def2-TZVPD) for 2 unconnected molecules or ions with the total composition C4H12N2.

As for the structure (SMILES): [H]/N=C\N.CCC. The HOMO-LUMO gap is 9.52 eV. Its spin multiplicity is 1. The charge is 0.

Last columns: bonded neighbours and bond lengths (Å).
Geometry (Å):
1 H -1.53 -2.05 -0.27  C5 1.096
2 H -1.21 0.14 1.27  C14 1.095
3 H 1.48 -0.31 1.12  N15 1.094
4 H -2.45 -0.90 -1.37  C5 1.099
5 C -1.71 -1.01 -0.57  H1 1.096, H4 1.099, H10 1.096, C14 1.539
6 H -2.79 2.02 0.68  C17 1.089
7 H 3.45 0.53 0.72  N9 1.010
8 H 4.00 -0.41 -0.66  N9 1.005
9 N 3.34 -0.24 0.08  H7 1.010, H8 1.005, C11 1.395
10 H -0.71 -0.77 -0.95  C5 1.096
11 C 2.00 -0.37 -0.28  N9 1.395, N15 1.324, H16 1.107
12 H -1.67 1.68 -0.84  C17 1.092
13 H -3.25 1.14 -0.71  C17 1.110
14 C -2.02 0.00 0.55  H2 1.095, C5 1.539, C17 1.524, H18 1.105
15 N 1.04 0.31 0.34  H3 1.094, C11 1.324
16 H 1.86 -1.05 -1.14  C11 1.107
17 C -2.37 1.35 -0.07  H6 1.089, H12 1.092, H13 1.110, C14 1.524
18 H -2.78 -0.49 1.19  C14 1.105

natural (NBO) population analysis, charges in e, atoms 1 to 6: number 1, H, carries 0.202; number 2, H, carries 0.214; number 3, H, carries 0.360; number 4, H, carries 0.196; number 5, C, carries -0.618; number 6, H, carries 0.213


E_LUMO, record by record: 1.0, 1.1, 0.9, 1.0, 1.1, 1.2, 0.9, 1.2, 1.2, 0.9 eV
F_max, record by record: 1.77, 5.11, 3.45, 1.54, 2.25, 3.29, 0.41, 4.00, 4.40, 4.09 eV/Å
Total energy, record by record: -269.049596, -269.049920, -269.035530, -269.078404, -269.086445, -269.059674, -269.010320, -269.042863, -269.066108, -269.007210 a.u.